The following is a DFT calculation (ωB97M-V/def2-TZVPD) of one molecule with the formula C5H7N in a non-equilibrium geometry.

Each line ends with the natural charge from an NBO analysis.
Cartesian coordinates (Å):
C  -1.19518  -1.48042  -0.21535  -0.65
C  -0.34767  -0.24516  -0.01734  0.22
C  0.98432  -0.24269  -0.40069  -0.43
C  1.73425  1.05204  -0.23850  -0.28
C  0.78302  1.80469  0.33701  0.01
N  -0.76961  0.90516  0.50301  -0.64
H  -1.70379  -1.83319  0.68949  0.21
H  -1.95706  -1.32810  -0.99292  0.22
H  -0.54042  -2.27814  -0.57693  0.23
H  1.49398  -1.11498  -0.03982  0.21
H  2.81087  1.18844  -0.58855  0.27
H  0.51389  2.69016  0.81157  0.21
H  -1.80661  0.88219  0.72902  0.41

E_tot (Ha): -249.34354
SMILES: Cc1ccc[nH]1
Spin multiplicity: 1
Orbital gap (eV): 8.51
HOMO (hartree): -0.275
Net charge: 0
Strongest force on any atom (eV Å⁻¹): 3.0
Relative energy (zero: lowest compared OMol25 entry of this formula, charge and spin) (kcal/mol): 81.4



The following is a DFT calculation (ωB97M-V/def2-TZVPD) of C5H7N as an isolated structure.

Each line ends with the natural charge from an NBO analysis.
Cartesian coordinates (Å):
C  -0.39512  1.01862  1.18027  -0.63
C  -0.27589  -0.23552  -1.11938  -0.37
C  0.29523  0.78335  -0.12616  -0.19
C  1.06772  -0.43470  -0.33370  -0.03
N  0.48982  -1.59508  0.40179  -0.44
C  -0.49894  -1.51782  -0.41538  0.12
H  -1.29543  1.62995  1.03490  0.21
H  0.26762  1.53393  1.87505  0.21
H  -0.62967  0.03683  -2.11407  0.23
H  0.72857  1.61706  -0.67962  0.23
H  2.07290  -0.57444  -0.71096  0.23
H  -0.58973  0.02320  1.58807  0.23
H  -1.23708  -2.28539  -0.58081  0.18

E_tot (Ha): -249.35766
Spin multiplicity: 1
Orbital gap (eV): 9.95
HOMO (hartree): -0.324
Net charge: 0
Strongest force on any atom (eV Å⁻¹): 0.7
Relative energy (zero: lowest compared OMol25 entry of this formula, charge and spin) (kcal/mol): 72.5



The following is a DFT calculation (ωB97M-V/def2-TZVPD) of C5H7N as an isolated structure.

Each line ends with the natural charge from an NBO analysis.
Cartesian coordinates (Å):
C  0.21179  1.42043  0.22563  -0.56
C  1.05900  -0.00706  -0.50506  0.03
C  0.36661  -1.23226  -0.04772  -0.12
C  -0.96188  -0.74495  0.52040  -0.48
C  -0.79215  0.56553  -0.22465  0.23
N  0.42317  -0.79125  -1.43871  -0.64
H  0.39152  2.34844  -0.30444  0.23
H  0.52324  1.37472  1.26597  0.24
H  2.10988  0.31618  -0.47244  0.20
H  0.87540  -2.12555  0.31838  0.19
H  -1.01507  -0.58467  1.60543  0.21
H  -1.81962  -1.32751  0.17214  0.22
H  -1.38786  0.80122  -1.10751  0.24

E_tot (Ha): -249.25444
Spin multiplicity: 1
Orbital gap (eV): 7.14
HOMO (hartree): -0.262
Net charge: 0
Strongest force on any atom (eV Å⁻¹): 0.8
Relative energy (zero: lowest compared OMol25 entry of this formula, charge and spin) (kcal/mol): 137.3



The following is a DFT calculation (ωB97M-V/def2-TZVPD) of one molecule with the formula C5H7N.

Each line ends with the natural charge from an NBO analysis.
Cartesian coordinates (Å):
C  -0.30291  1.28039  0.84710  -0.63
C  0.81758  0.27790  0.70309  -0.05
N  0.69821  -1.14220  1.00823  -0.56
C  0.82705  -0.72915  -0.39574  -0.18
C  -0.31071  -0.81007  -1.28792  -0.02
C  -1.23742  -0.86151  -2.05669  -0.25
H  -1.28822  0.82270  0.71571  0.22
H  -0.26937  1.76391  1.82887  0.22
H  -0.19532  2.06143  0.08546  0.22
H  1.79619  0.66903  0.97682  0.20
H  -0.26346  -1.42363  1.17530  0.35
H  1.77647  -1.00051  -0.85002  0.22
H  -2.04810  -0.90827  -2.75023  0.24

E_tot (Ha): -249.36885
SMILES: C#C[C@@H]1N[C@@H]1C
Spin multiplicity: 1
Orbital gap (eV): 10.37
HOMO (hartree): -0.340
Net charge: 0
Strongest force on any atom (eV Å⁻¹): 0.5
Relative energy (zero: lowest compared OMol25 entry of this formula, charge and spin) (kcal/mol): 65.5



The following is a DFT calculation (ωB97M-V/def2-TZVPD) of C5H7N as an isolated structure.

Each line ends with the natural charge from an NBO analysis.
Cartesian coordinates (Å):
C  1.84454  -0.06342  -0.12864  -0.64
C  0.36292  0.04435  0.03408  0.10
C  -0.46067  1.11339  0.21388  -0.24
C  -1.81690  0.66416  0.26422  -0.36
C  -1.95285  -0.71039  0.21982  -0.22
N  -0.48054  -1.07203  -0.03233  -0.62
H  2.29265  -0.73014  0.61809  0.22
H  2.12375  -0.43817  -1.12076  0.22
H  2.30005  0.92258  -0.00504  0.23
H  -0.12036  2.14191  0.27460  0.22
H  -2.67127  1.32643  0.35161  0.22
H  -1.25100  -1.19052  -0.89385  0.43
H  -0.17034  -2.00815  0.20430  0.43

E_tot (Ha): -249.33130
Spin multiplicity: 1
Orbital gap (eV): 9.25
HOMO (hartree): -0.311
Net charge: 0
Strongest force on any atom (eV Å⁻¹): 0.4
Relative energy (zero: lowest compared OMol25 entry of this formula, charge and spin) (kcal/mol): 89.1



The following is a DFT calculation (ωB97M-V/def2-TZVPD) of one molecule with the formula C5H7N.

Each line ends with the natural charge from an NBO analysis.
Cartesian coordinates (Å):
C  0.71535  0.01118  1.72804  -0.39
N  0.16880  -0.09014  0.39219  -0.34
C  -1.16687  -0.08218  0.08687  -0.08
C  -1.30192  0.00707  -1.27602  -0.29
C  0.01024  0.06562  -1.82315  -0.31
C  0.88864  0.00829  -0.77012  -0.07
H  0.12162  -0.59197  2.42137  0.21
H  0.71467  1.05147  2.07283  0.20
H  1.74219  -0.36486  1.73347  0.21
H  -1.91036  -0.15451  0.87093  0.21
H  -2.23729  0.01158  -1.82118  0.22
H  0.28464  0.10563  -2.86987  0.22
H  1.97029  0.02282  -0.74537  0.21

E_tot (Ha): -249.46146
SMILES: Cn1cccc1
Spin multiplicity: 1
Orbital gap (eV): 9.27
HOMO (hartree): -0.303
Net charge: 0
Strongest force on any atom (eV Å⁻¹): 0.2
Relative energy (zero: lowest compared OMol25 entry of this formula, charge and spin) (kcal/mol): 7.4



The following is a DFT calculation (ωB97M-V/def2-TZVPD) of one molecule with the formula C5H7N in a non-equilibrium geometry.

Each line ends with the natural charge from an NBO analysis.
Cartesian coordinates (Å):
C  1.29676  -0.83885  1.79091  -0.43
N  0.43087  -0.29452  0.78073  -0.40
C  -1.85794  1.83307  -0.89425  -0.51
C  -1.16018  0.76668  -1.12678  0.22
C  -0.35085  -0.21152  -1.44549  -0.40
C  0.58741  -0.67861  -0.41884  0.09
H  0.67867  -1.33110  2.55092  0.20
H  1.82765  -0.02034  2.28782  0.21
H  2.02864  -1.56161  1.39804  0.17
H  -2.67015  1.91079  -0.17928  0.23
H  -1.67266  2.59115  -1.63619  0.23
H  -0.46595  -0.73109  -2.39225  0.24
H  1.32774  -1.43405  -0.71533  0.15

E_tot (Ha): -249.37342
SMILES: C=C=C/C=N/C
Spin multiplicity: 1
Orbital gap (eV): 9.62
HOMO (hartree): -0.324
Net charge: 0
Strongest force on any atom (eV Å⁻¹): 1.0
Relative energy (zero: lowest compared OMol25 entry of this formula, charge and spin) (kcal/mol): 62.6



The following is a DFT calculation (ωB97M-V/def2-TZVPD) of one molecule with the formula C5H7N in a non-equilibrium geometry.

Each line ends with the natural charge from an NBO analysis.
Cartesian coordinates (Å):
C  -0.94897  0.83679  -0.67583  -0.42
C  -0.85819  -0.11471  0.49583  -0.25
C  -0.35585  -0.51164  -0.87597  -0.25
C  1.06369  -0.60574  -0.27071  -0.07
N  1.60492  0.54049  0.45557  -0.60
C  0.59208  -0.32824  1.07766  -0.11
H  -1.95126  0.95657  -1.08537  0.23
H  -0.33201  1.72788  -0.75278  0.21
H  -1.74368  -0.46497  1.01193  0.23
H  -0.74998  -1.25783  -1.56022  0.23
H  1.77156  -1.39588  -0.47417  0.22
H  1.05973  1.36796  0.62187  0.37
H  0.84797  -0.75068  2.03219  0.21

E_tot (Ha): -249.32120
SMILES: C1[C@@H]2[C@H]1[C@@H]1N[C@H]21
Spin multiplicity: 1
Orbital gap (eV): 9.98
HOMO (hartree): -0.322
Net charge: 0
Strongest force on any atom (eV Å⁻¹): 2.1
Relative energy (zero: lowest compared OMol25 entry of this formula, charge and spin) (kcal/mol): 95.4



The following is a DFT calculation (ωB97M-V/def2-TZVPD) of one molecule with the formula C5H7N.

Each line ends with the natural charge from an NBO analysis.
Cartesian coordinates (Å):
C  -2.43956  -0.40999  0.59127  -0.48
C  -1.40334  0.12056  -0.00055  0.08
C  -0.42776  0.74109  -0.61229  -0.30
C  0.96685  0.23685  -0.79485  -0.11
C  1.90198  0.14559  0.35948  -0.25
N  1.36971  -1.05849  -0.26702  -0.57
H  -0.68266  1.71247  -1.03560  0.23
H  -2.64549  -0.21216  1.64030  0.22
H  -3.14531  -1.03003  0.04345  0.22
H  1.39613  0.45872  -1.77136  0.21
H  1.51973  0.44132  1.33460  0.20
H  2.96854  0.30788  0.21456  0.20
H  0.62117  -1.45380  0.29802  0.36

E_tot (Ha): -249.36983
SMILES: C=C=C[C@H]1CN1
Spin multiplicity: 1
Orbital gap (eV): 10.12
HOMO (hartree): -0.334
Net charge: 0
Strongest force on any atom (eV Å⁻¹): 0.3
Relative energy (zero: lowest compared OMol25 entry of this formula, charge and spin) (kcal/mol): 64.9



The following is a DFT calculation (ωB97M-V/def2-TZVPD) of one molecule with the formula C5H7N in a non-equilibrium geometry.

Each line ends with the natural charge from an NBO analysis.
Cartesian coordinates (Å):
C  0.53214  -1.11293  0.11983  -0.46
C  1.17552  -0.00844  -0.70904  -0.17
C  0.72688  1.19422  -0.34272  -0.22
C  -0.56039  1.01474  0.40697  -0.08
N  -1.60090  0.16958  -0.16708  -0.64
C  -0.69587  -0.44484  0.72186  -0.07
H  1.24934  -1.39256  0.90622  0.22
H  0.24966  -2.02429  -0.41465  0.21
H  1.76786  -0.19396  -1.59903  0.21
H  1.09522  2.17019  -0.66281  0.22
H  -0.86685  1.76697  1.14399  0.21
H  -1.85910  -0.32352  -1.00131  0.39
H  -1.21351  -0.81517  1.59778  0.20

E_tot (Ha): -249.38284
SMILES: C1=C[C@H]2N[C@H]2C1
Spin multiplicity: 1
Orbital gap (eV): 9.98
HOMO (hartree): -0.323
Net charge: 0
Strongest force on any atom (eV Å⁻¹): 1.7
Relative energy (zero: lowest compared OMol25 entry of this formula, charge and spin) (kcal/mol): 56.7



Which value of HOMO does entry 8 give?
-0.322 hartree